Formula: C26H21BrCoN6O3
Source: OMol25
Level of theory: ωB97M-V/def2-TZVPD

Structure (XYZ):
```
58
Properties=species:S:1:pos:R:3:lowdin_charge:R:1
Co 0.83 0.32 0.57 0.72
O 4.37 -1.07 2.11 0.02
C 3.20 -0.82 1.82 -0.53
N 2.75 -0.06 0.83 -0.06
C 3.70 0.64 0.00 -0.15
C 2.96 1.70 -0.76 -0.25
C 3.40 2.20 -1.98 -0.01
C 2.68 3.21 -2.60 -0.05
C 1.57 3.73 -1.96 -0.06
C 1.19 3.17 -0.75 -0.12
N 1.83 2.15 -0.18 0.07
C 2.06 -1.40 2.62 -0.21
C 2.24 -2.53 3.39 0.00
C 1.16 -3.06 4.07 -0.05
C -0.07 -2.41 3.99 -0.06
C -0.15 -1.26 3.22 -0.14
N 0.88 -0.77 2.53 0.07
H 4.22 -0.04 -0.68 0.13
H 4.47 1.11 0.62 0.13
H 4.29 1.80 -2.43 0.12
H 2.98 3.59 -3.57 0.11
H 1.00 4.54 -2.39 0.11
H 0.33 3.56 -0.21 0.11
H 3.22 -2.98 3.44 0.12
H 1.26 -3.96 4.66 0.11
H -0.94 -2.78 4.51 0.10
H -1.08 -0.71 3.15 0.10
O -3.47 -5.09 0.82 0.08
C -2.70 -3.99 0.67 -0.32
C -3.20 -2.70 0.78 0.00
C -2.32 -1.64 0.65 -0.13
N -1.03 -1.79 0.39 0.03
C -0.58 -3.02 0.22 -0.72
Br 1.22 -3.23 -0.30 0.84
C -1.36 -4.16 0.38 -0.04
H -4.38 -4.85 0.98 0.11
H -4.26 -2.52 0.96 0.11
H -2.67 -0.62 0.75 0.10
H -0.94 -5.15 0.26 0.11
O 0.43 -0.06 -1.32 -0.17
C -0.25 0.60 -2.18 -0.36
C 0.07 0.47 -3.56 -0.01
C -0.67 1.08 -4.54 -0.09
C -1.78 1.86 -4.20 -0.12
C -2.10 2.03 -2.88 -0.06
C -1.35 1.44 -1.84 -0.10
C -1.68 1.72 -0.46 -0.28
N -1.00 1.37 0.63 0.03
C -1.67 1.89 1.71 -0.14
C -2.77 2.56 1.29 -0.09
N -2.77 2.45 -0.08 0.11
H 0.93 -0.15 -3.80 0.11
H -0.40 0.95 -5.58 0.10
H -2.38 2.33 -4.98 0.09
H -2.95 2.66 -2.64 0.10
H -1.31 1.76 2.72 0.10
H -3.53 3.10 1.83 0.11
H -3.47 2.82 -0.69 0.14
```

Calculated values
spin multiplicity	4
HOMO (alpha / beta)	-7.1 / -7.2	eV
Kohn-Sham gap (alpha / beta)	0.2741 / 0.2763	hartree
expectation value of S²	3.759
total charge	0
LUMO (alpha / beta)	0.33 / 0.33	eV